Entry 1:
Molecular formula: C3H7NO
Method: DFT, ωB97M-V/def2-TZVPD

Geometry as XYZ:
```
12
Properties=species:S:1:pos:R:3
C -3.9005 -0.6653 0.6426
N -4.3149 -0.6862 1.8437
H -2.9947 -1.1331 0.2521
H -4.5764 -0.3514 -0.1675
H -5.3264 -0.7749 1.8154
C 3.4791 -0.2684 -0.0761
C 2.6945 0.1364 -1.0513
O 2.2227 1.4206 -1.1018
H 4.1523 -1.1142 -0.1986
H 3.6970 0.1243 0.9075
H 2.4076 -0.4745 -1.9020
H 1.4449 1.4664 -1.6660
```

As for the structure (SMILES): C=CO.C=N. The value obtained for the frontier orbital gap is 9.71 eV. The calculation puts the HOMO energy at -9.089 eV. The calculation puts the LUMO energy at 0.617 eV. As for the relative energy (zero: lowest compared OMol25 entry of this formula, charge and spin): 3.403 eV. Its multiplicity is 1.

Mulliken atomic charge list, values in e, 8 entries: C -0.20; N -0.48; H 0.22; H 0.19; H 0.26; C -0.72; C 0.15; O -0.47


Entry 2:
Molecular formula: C3H7NO
Method: DFT, ωB97M-V/def2-TZVPD

Geometry as XYZ:
```
12
Properties=species:S:1:pos:R:3
C -0.5529 -3.8014 4.2928
N -0.2425 -2.5838 4.5376
H -0.3079 -4.6595 4.9150
H -1.2480 -4.0605 3.4864
H -0.2198 -2.1733 3.5981
O -0.0688 0.8626 -2.2227
C -0.0154 2.0620 -2.2491
C 0.4979 2.8025 -3.5370
H 0.1816 2.5833 -1.3119
H 1.5255 2.5041 -3.7497
H 0.5505 3.8906 -3.3300
H -0.1002 2.5736 -4.4294
```

As for the structure (SMILES): CC=O.C=N. The value obtained for the frontier orbital gap is 10.66 eV. The calculation puts the HOMO energy at -9.873 eV. The calculation puts the LUMO energy at 0.792 eV. As for the relative energy (zero: lowest compared OMol25 entry of this formula, charge and spin): 2.986 eV. Its multiplicity is 1.

Mulliken atomic charge list, values in e, 8 entries: C -0.23; N -0.48; H 0.24; H 0.20; H 0.26; O -0.42; C 0.13; C -0.78


Entry 3:
Molecular formula: C3H7NO
Method: DFT, ωB97M-V/def2-TZVPD

Geometry as XYZ:
```
12
Properties=species:S:1:pos:R:3
C 0.2424 -1.2510 -0.7905
N 0.3167 -0.4136 0.4469
C 1.3816 1.0128 0.3084
O 1.4339 1.2674 -0.8378
C -0.7387 0.6421 1.0579
H 0.2683 -0.6018 -1.6721
H -0.6455 -1.8844 -0.7979
H 1.1216 -1.9240 -0.8924
H 0.6329 -0.9685 1.2324
H -1.6824 0.1323 0.9883
H -0.8352 1.6471 0.5842
H -0.4870 0.8674 2.1138
```

The value obtained for the frontier orbital gap is 8.90 eV. The calculation puts the HOMO energy at -8.028 eV. The calculation puts the LUMO energy at 0.871 eV. As for the relative energy (zero: lowest compared OMol25 entry of this formula, charge and spin): 3.401 eV. Its multiplicity is 1.

Mulliken atomic charge list, values in e, 8 entries: C -0.77; N -0.13; C -0.16; O -0.31; C -0.81; H 0.30; H 0.29; H 0.28


Entry 4:
Molecular formula: C3H7NO
Method: DFT, ωB97M-V/def2-TZVPD

Geometry as XYZ:
```
12
Properties=species:S:1:pos:R:3
C 1.4946 0.7251 0.1888
C 0.6334 -0.3221 -0.3443
C -0.9173 -0.3322 0.4237
N -1.6392 -1.3890 0.1959
O -1.3954 0.9622 0.0390
H 2.5113 0.3655 0.5425
H 1.3439 1.7596 -0.2341
H -0.5078 1.3913 -0.0329
H 0.4795 -0.2882 -1.4251
H 0.9173 -1.3386 -0.2181
H -2.3802 -1.3361 -0.5694
H -0.5402 -0.1976 1.4340
```

The value obtained for the frontier orbital gap is 6.46 eV. The calculation puts the HOMO energy at -8.247 eV. The calculation puts the LUMO energy at -1.789 eV. As for the relative energy (zero: lowest compared OMol25 entry of this formula, charge and spin): 6.012 eV. Its multiplicity is 1.

Mulliken atomic charge list, values in e, 8 entries: C -0.61; C -0.75; C 0.22; N -0.57; O -0.48; H 0.26; H 0.34; H 0.25


Entry 5:
Molecular formula: C3H7NO
Method: DFT, ωB97M-V/def2-TZVPD

Geometry as XYZ:
```
12
Properties=species:S:1:pos:R:3
C 1.5007 0.7249 -0.0036
C -0.0061 0.5563 -0.2195
C -0.4979 -0.7516 0.3654
O -0.0692 -1.1550 1.4295
N -1.5116 -1.3321 -0.3382
H 1.8257 1.7597 -0.1011
H 1.7848 0.3639 0.9851
H 2.0867 0.1449 -0.7306
H -0.2690 0.7311 -1.2712
H -0.6803 1.2117 0.3633
H -1.7595 -0.9642 -1.2333
H -2.1376 -2.0284 0.0262
```

As for the structure (SMILES): CCC(N)=O. The value obtained for the frontier orbital gap is 10.70 eV. The calculation puts the HOMO energy at -9.800 eV. The calculation puts the LUMO energy at 0.899 eV. As for the relative energy (zero: lowest compared OMol25 entry of this formula, charge and spin): 0.181 eV. Its multiplicity is 1.

Mulliken atomic charge list, values in e, 8 entries: C -1.08; C -0.25; C 0.43; O -0.59; N -0.37; H 0.32; H 0.31; H 0.29


Entry 6:
Molecular formula: C3H7NO
Method: DFT, ωB97M-V/def2-TZVPD

Geometry as XYZ:
```
12
Properties=species:S:1:pos:R:3
C 0.7897 1.0204 0.4351
C -0.4158 -1.1794 0.6449
C -0.5075 0.1440 -1.3969
H 0.2001 1.9322 0.5863
H 1.1512 0.6934 1.3963
H 1.6714 1.2855 -0.1733
H -1.5105 -1.2390 0.5636
H 0.0778 -2.0612 0.2249
H -0.0896 -1.0598 1.6823
H -0.0817 1.0711 -1.8628
N 0.0026 -0.0122 -0.1537
O -1.2875 -0.5949 -1.9466
```

As for the structure (SMILES): CN(C)C=O. The value obtained for the frontier orbital gap is 10.16 eV. The calculation puts the HOMO energy at -9.334 eV. The calculation puts the LUMO energy at 0.828 eV. As for the relative energy (zero: lowest compared OMol25 entry of this formula, charge and spin): 0.858 eV. Its multiplicity is 1.

Mulliken atomic charge list, values in e, 8 entries: C -0.87; C -0.81; C 0.03; H 0.32; H 0.31; H 0.31; H 0.28; H 0.27


Entry 7:
Molecular formula: C3H7NO
Method: DFT, ωB97M-V/def2-TZVPD

Geometry as XYZ:
```
12
Properties=species:S:1:pos:R:3
C 1.5184 -0.5164 0.0358
N 0.9528 0.1356 -0.9855
C -0.6802 0.4562 0.8586
C -0.5256 0.0975 -0.9092
O 2.5051 -0.3234 0.7269
H 0.9744 -1.4728 0.3120
H -1.7502 0.6284 0.8250
H -0.4151 -0.3306 1.5529
H -0.0826 1.3489 0.9982
H -0.7907 -0.9320 -0.4939
H -0.8502 1.1314 -0.9832
H -0.8562 -0.2229 -1.9375
```

The value obtained for the frontier orbital gap is 6.04 eV. The calculation puts the HOMO energy at -7.841 eV. The calculation puts the LUMO energy at -1.802 eV. As for the relative energy (zero: lowest compared OMol25 entry of this formula, charge and spin): 7.500 eV. Its multiplicity is 1.

Mulliken atomic charge list, values in e, 8 entries: C 0.00; N -0.56; C -0.94; C -0.76; O -0.59; H 0.35; H 0.45; H 0.40


Entry 8:
Molecular formula: C3H7NO
Method: DFT, ωB97M-V/def2-TZVPD

Geometry as XYZ:
```
12
Properties=species:S:1:pos:R:3
C -0.1773 0.6870 1.6130
N 0.6378 -0.1009 0.8842
C 0.6539 -0.3391 -0.5394
C -0.7120 -0.2165 -1.2586
O 0.0552 0.9836 2.7660
H -1.0883 1.0426 1.1079
H 1.4244 -0.4280 1.4269
H 1.0415 -1.3495 -0.6874
H 1.3135 0.3841 -1.0084
H -1.2438 -1.1716 -1.2930
H -0.5285 0.0642 -2.2888
H -1.3764 0.4441 -0.7223
```

As for the structure (SMILES): CCNC=O. The value obtained for the frontier orbital gap is 10.55 eV. The calculation puts the HOMO energy at -9.634 eV. The calculation puts the LUMO energy at 0.919 eV. As for the relative energy (zero: lowest compared OMol25 entry of this formula, charge and spin): 0.758 eV. Its multiplicity is 1.

Mulliken atomic charge list, values in e, 8 entries: C 0.08; N -0.14; C -0.24; C -0.97; O -0.58; H 0.23; H 0.23; H 0.27


Entry 9:
Molecular formula: C3H7NO
Method: DFT, ωB97M-V/def2-TZVPD

Geometry as XYZ:
```
12
Properties=species:S:1:pos:R:3
C -1.3137 0.0908 -0.3719
N -0.1880 -0.0560 0.5304
C 1.0117 -1.9858 -0.1611
O 0.7766 -1.8747 -1.2750
C 1.0068 0.7688 0.4214
H -1.0343 -0.1968 -1.3948
H -1.7486 1.1025 -0.3961
H -2.1053 -0.6067 -0.0629
H -0.4843 -0.1642 1.4865
H 0.8192 1.8479 0.3310
H 1.6465 0.4759 -0.4265
H 1.6132 0.5983 1.3188
```

The value obtained for the frontier orbital gap is 9.84 eV. The calculation puts the HOMO energy at -8.743 eV. The calculation puts the LUMO energy at 1.095 eV. As for the relative energy (zero: lowest compared OMol25 entry of this formula, charge and spin): 1.697 eV. Its multiplicity is 1.

Mulliken atomic charge list, values in e, 8 entries: C -0.83; N -0.23; C 0.10; O -0.18; C -0.87; H 0.27; H 0.30; H 0.30


Calculated total energy / hartree: -248.40143 -248.41678 -248.40152 -248.30555 -248.51983 -248.49495 -248.25087 -248.49865 -248.46413